{
  "formula": "C20H52MnNO2P2Si4",
  "method": "ωB97M-V with the def2-TZVPD basis set",
  "total_energy_ha": -3990.13994,
  "lumo_energy_ev": [0.2, -0.2],
  "de_lowest_kcal_mol": 19.3,
  "homo_ev": [-5.6, -7.1],
  "homo_lumo_gap_ev": [5.7326, 6.8805],
  "multiplicity": 5,
  "symbols": ["C", "C", "N", "C", "C", "C", "C", "P", "Mn", "P", "C", "O", "O", "H", "H", "H", "C", "C", "H", "H", "H", "H", "C", "C", "H", "H", "H", "H", "H", "H", "H", "H", "H", "H", "H", "H", "H", "H", "H", "H", "H", "H", "C", "Si", "C", "C", "Si", "Si", "C", "C", "C", "Si", "C", "C", "C", "H", "H", "H", "H", "H", "H", "H", "H", "H", "H", "H", "H", "H", "H", "H", "H", "H", "H", "H", "H", "H", "H", "H", "H", "H", "H", "H"],
  "coordinates": [[-0.805500, 0.915625, -4.203379], [-0.792296, 0.358537, -2.921690], [-0.028078, 0.898814, -1.939940], [0.785310, 1.947081, -2.219548], [0.869706, 2.470688, -3.506955], [0.052286, 1.966821, -4.512458], [-1.666846, -0.807599, -2.531416], [-1.923822, -0.799673, -0.660914], [0.010715, 0.006038, 0.052428], [1.861838, 1.157589, 0.232356], [1.621646, 2.484555, -1.066051], [-0.534918, -3.479175, -2.936495], [0.570222, -3.737620, -0.553305], [-1.498410, 0.475305, -4.916494], [1.588347, 3.279249, -3.642467], [0.090747, 2.386159, -5.512559], [-3.443009, 0.204384, -0.461896], [-2.549058, -2.477424, -0.377679], [2.586838, 2.855168, -1.422756], [1.063342, 3.321750, -0.573220], [-1.196999, -1.805783, -2.843854], [-2.646659, -0.709507, -3.008028], [2.288274, 2.157181, 1.681504], [3.479400, 0.450496, -0.231387], [0.764209, -2.750279, -0.506083], [0.327181, -3.939164, 0.363652], [-0.159178, -3.828968, -2.077878], [0.184560, -3.569357, -3.569081], [-0.709033, 1.036789, 0.926246], [0.734347, -1.353212, -0.279520], [-4.278398, -0.226894, -1.032060], [-3.726563, 0.234217, 0.596787], [-3.281320, 1.235620, -0.800235], [-3.411591, -2.671294, -1.034633], [-1.752244, -3.191600, -0.619484], [-2.854311, -2.591990, 0.660191], [4.264248, 1.222688, -0.245076], [3.733662, -0.311538, 0.517828], [3.411281, -0.025868, -1.216794], [3.155755, 2.804362, 1.487068], [1.419434, 2.763829, 1.955702], [2.541359, 1.470467, 2.501055], [3.221851, -0.466686, 4.224056], [1.395503, -0.020685, 4.538026], [1.140973, -0.659839, 6.318412], [1.154430, 1.837459, 4.898415], [0.059992, -0.689146, 2.484838], [0.286770, -3.069354, 3.127576], [0.385096, -3.614040, 4.965921], [-1.177319, -4.154249, 2.525734], [1.966755, -3.671520, 2.438125], [-2.011536, -0.129456, 3.569750], [-2.095430, -0.090322, 5.485799], [-2.355614, 1.663460, 3.005038], [-3.494766, -1.247161, 3.131500], [3.836311, 0.032720, 4.990949], [3.599601, -0.163492, 3.243832], [3.394722, -1.548048, 4.325343], [1.829950, -0.093841, 6.965876], [0.137258, -0.516231, 6.733227], [1.393767, -1.717692, 6.460703], [1.467789, 2.483042, 4.070732], [0.122611, 2.111433, 5.154969], [1.782984, 2.097719, 5.762235], [-0.415230, -3.201219, 5.590623], [0.283452, -4.707783, 4.999903], [1.336815, -3.379037, 5.463068], [-1.442774, -4.090316, 1.460646], [-0.960314, -5.213243, 2.734646], [-2.095548, -3.918170, 3.082417], [2.130099, -3.428082, 1.380049], [2.801227, -3.242637, 3.010762], [2.041618, -4.767572, 2.534342], [-1.457761, 0.654797, 5.980440], [-3.134147, 0.169996, 5.733863], [-1.887153, -1.058061, 5.960475], [-2.506472, 1.761067, 1.922777], [-3.270651, 1.998096, 3.514673], [-1.546220, 2.350541, 3.285610], [-3.713625, -1.368493, 2.059636], [-3.419064, -2.253121, 3.562310], [-4.383123, -0.779800, 3.584822]],
  "forces_ev_per_a": [[0.0, -0.3, 0.1], [0.1, 0.7, 0.5], [0.2, 0.7, -1.5], [-0.1, -0.6, 0.0], [0.2, 0.2, 0.5], [-0.1, -0.2, 0.3], [0.2, -0.3, 0.4], [-2.3, -0.8, -1.7], [-0.1, -1.4, 1.5], [2.3, 2.3, -0.4], [-0.5, 0.1, 0.2], [0.5, -0.8, 0.3], [0.3, 0.7, 0.4], [0.3, 0.2, -0.1], [-0.3, -0.2, -0.3], [-0.1, -0.1, 0.1], [-0.2, 0.1, -0.1], [-0.1, -0.3, -0.4], [-0.2, 0.1, 0.0], [0.5, -0.6, -0.4], [-0.6, 1.3, 0.6], [0.1, -0.1, -0.1], [0.2, 0.0, 0.1], [0.1, 0.0, 0.0], [-0.3, -1.0, 0.0], [0.1, -0.2, -0.3], [-0.3, 0.4, -0.6], [0.0, -0.1, 0.0], [-0.3, 1.0, 0.2], [0.5, -0.4, -0.4], [0.2, 0.1, 0.1], [0.1, 0.0, -0.2], [0.1, -0.2, 0.1], [0.2, 0.1, 0.2], [-0.3, 0.2, 0.2], [0.1, 0.0, 0.0], [-0.2, -0.2, 0.0], [0.0, 0.1, -0.2], [0.0, 0.0, 0.2], [-0.2, -0.1, 0.0], [0.2, -0.2, 0.0], [-0.2, 0.3, -0.3], [0.2, 0.3, 0.3], [-0.6, -0.1, -0.5], [0.0, -0.5, 0.2], [0.5, 0.3, -0.2], [0.0, -1.2, 2.6], [0.1, 0.7, 0.2], [0.0, 0.0, 0.0], [0.1, -0.3, -0.2], [-0.2, -0.4, -0.2], [0.7, 0.0, -0.1], [-0.2, 0.1, -0.1], [-0.5, -0.1, 0.2], [-0.4, 0.3, -0.1], [0.0, -0.1, -0.2], [0.0, -0.1, 0.0], [-0.2, 0.3, 0.0], [-0.1, 0.0, -0.3], [0.2, 0.0, -0.2], [-0.1, 0.3, -0.1], [-0.1, -0.1, 0.3], [0.2, -0.3, -0.1], [-0.1, 0.0, -0.1], [0.1, 0.0, -0.1], [0.0, 0.1, -0.1], [-0.2, 0.0, -0.3], [0.1, 0.0, 0.3], [0.0, 0.2, 0.0], [0.3, 0.1, -0.1], [0.0, 0.0, 0.3], [-0.3, 0.0, -0.1], [0.0, 0.2, 0.0], [-0.1, -0.1, -0.3], [0.1, 0.0, 0.0], [0.0, 0.1, -0.2], [0.0, -0.1, 0.3], [0.1, 0.1, -0.1], [-0.1, -0.2, 0.0], [0.2, 0.1, 0.4], [0.1, 0.2, 0.0], [0.1, -0.1, -0.1]],
  "mulliken_charge": [-0.817, 0.377, -0.070, 0.552, -0.779, -0.563, -0.980, 1.155, -0.952, 0.734, -1.375, -0.701, -0.881, 0.504, 0.463, 0.412, -1.459, -0.984, 0.542, 0.363, 0.239, 0.575, -0.913, -1.571, 0.643, 0.209, 0.353, 0.292, 0.260, 0.297, 0.400, 0.268, 0.381, 0.475, 0.310, 0.265, 0.419, 0.330, 0.391, 0.521, 0.424, -0.282, -1.162, 0.428, -1.331, -1.228, 0.738, 0.523, -1.267, -1.124, -1.146, 0.155, -1.356, -1.214, -1.164, 0.419, 0.180, 0.311, 0.415, 0.331, 0.401, 0.360, 0.259, 0.454, 0.296, 0.445, 0.320, 0.111, 0.514, 0.321, 0.314, 0.278, 0.386, 0.361, 0.452, 0.295, 0.298, 0.492, 0.290, 0.191, 0.347, 0.480]
}

{
  "formula": "C20H53N3O6",
  "method": "ωB97M-V with the def2-TZVPD basis set",
  "total_energy_ha": -1409.23698,
  "lumo_energy_ev": 0.4,
  "de_lowest_kcal_mol": 82.4,
  "homo_ev": -7.8,
  "homo_lumo_gap_ev": 8.1558,
  "smiles": "CC1(C)CCCC(C)(C)N1O.COC[C@H](C)N.COC[C@H](C)N.CO.CO.CO",
  "symbols": ["C", "C", "C", "C", "C", "C", "C", "C", "C", "N", "O", "H", "H", "H", "H", "H", "H", "H", "H", "H", "H", "H", "H", "H", "H", "H", "H", "H", "H", "H", "C", "O", "C", "C", "C", "N", "H", "H", "H", "H", "H", "H", "H", "H", "H", "H", "H", "C", "O", "C", "C", "C", "N", "H", "H", "H", "H", "H", "H", "H", "H", "H", "H", "H", "C", "O", "H", "H", "H", "H", "C", "O", "H", "H", "H", "H", "C", "O", "H", "H", "H", "H"],
  "coordinates": [[2.795261, -0.716130, -4.515409], [3.503451, -1.247670, -3.275129], [4.925041, -1.731080, -3.658919], [3.681861, -0.151420, -2.268099], [2.420261, 0.357430, -1.661849], [1.636031, -0.769650, -0.895899], [1.470001, -2.114220, -1.697859], [1.306171, -3.320550, -0.738069], [0.191091, -2.025280, -2.593399], [2.681391, -2.320110, -2.617929], [2.636041, -3.535670, -3.276019], [3.429301, -0.792230, -5.398759], [2.576311, 0.345840, -4.626669], [2.001971, -1.380490, -4.858079], [5.389041, -2.247810, -2.818789], [5.551551, -0.870480, -3.893319], [5.044641, -2.528870, -4.391939], [4.311671, -0.392910, -1.411869], [3.932211, 0.762530, -2.806729], [1.729031, 0.796550, -2.381199], [2.724371, 1.191070, -1.028869], [0.680431, -0.246660, -0.858279], [1.878111, -0.958190, 0.150021], [1.639061, -4.297790, -1.087769], [1.525291, -3.137410, 0.313861], [0.222041, -3.366530, -0.634909], [-0.590759, -1.580900, -1.977499], [0.319481, -1.378410, -3.461259], [-0.232339, -2.979170, -2.907899], [3.345081, -4.023990, -2.851289], [-1.035299, 2.709530, -3.893939], [-1.967509, 3.416740, -2.935269], [-1.920469, 4.816180, -3.276649], [-2.697539, 5.688080, -2.147839], [-1.953939, 5.638510, -0.765629], [-4.065649, 5.209880, -1.969719], [-1.155349, 2.816370, -4.972029], [-1.325019, 1.684580, -3.662339], [-0.003149, 2.870030, -3.582479], [-0.879709, 5.135820, -3.329119], [-2.366459, 4.987310, -4.256399], [-2.615199, 6.755420, -2.353069], [-2.487089, 6.052330, 0.090291], [-0.995199, 6.153860, -0.707939], [-1.735999, 4.585960, -0.584709], [-4.535579, 4.762390, -2.743679], [-3.936889, 4.456940, -1.308959], [-0.262199, -2.328990, 2.999581], [0.029091, -2.390710, 4.412821], [1.140171, -3.110230, 4.833191], [1.279931, -2.732250, 6.281441], [2.570751, -3.506480, 6.873751], [0.038031, -3.060570, 7.140711], [-0.231989, -3.330620, 2.570731], [0.598021, -1.801360, 2.587591], [-1.190319, -1.772580, 3.130381], [0.852471, -4.127220, 4.566651], [1.995851, -2.722230, 4.280571], [1.258321, -1.642490, 6.289481], [3.498611, -3.302140, 6.339511], [2.388701, -4.580980, 6.853701], [2.755671, -3.348340, 7.936251], [0.310311, -2.858110, 8.092011], [-0.670409, -2.365880, 6.951931], [-2.209999, 1.347460, 0.343001], [-1.572159, 0.241100, 0.926091], [-1.722129, 2.282420, 0.618571], [-2.387479, 1.352070, -0.732449], [-3.206949, 1.312220, 0.782251], [-1.162559, 0.545500, 1.739211], [-0.646669, 0.995470, 4.086571], [0.254921, 1.054990, 2.950401], [-0.273979, 0.232810, 4.770351], [-0.687149, 1.896530, 4.698581], [-1.660799, 0.608260, 3.988051], [1.187601, 0.981420, 3.165561], [-6.420759, 0.823850, -0.563579], [-7.580059, -0.009280, -0.384189], [-5.582189, 0.651020, 0.110991], [-5.876069, 0.555520, -1.468789], [-6.574979, 1.902870, -0.557209], [-7.286649, -0.872790, -0.084429]],
  "forces_ev_per_a": [[0.5, -0.2, -2.2], [-0.7, -1.2, 0.0], [0.0, -0.9, 0.9], [-0.6, 1.3, -0.1], [-0.9, -1.3, 1.2], [-0.6, 1.0, -1.1], [1.0, 0.3, -1.6], [-1.4, 0.7, 0.2], [-0.2, 0.3, 0.7], [0.8, 1.3, 2.5], [-0.1, -0.2, -0.7], [0.7, -0.3, 0.0], [-0.7, 0.0, 0.9], [-0.5, 0.4, 0.5], [0.0, 0.4, 0.6], [-0.1, -0.1, -0.2], [-0.7, 0.5, -0.7], [0.6, -0.1, -0.5], [1.5, -0.2, -0.2], [0.1, -0.1, -0.3], [-0.4, -0.1, 0.5], [-0.6, -0.8, 0.5], [0.7, 0.1, -0.2], [0.2, 0.3, -0.1], [1.1, 0.1, -0.1], [-0.3, -0.5, -0.2], [-0.2, 0.1, 0.0], [0.2, -0.1, 0.1], [0.5, -0.2, -0.1], [0.0, -0.4, -0.1], [-1.5, -0.8, 2.4], [1.5, 0.6, -2.5], [-0.7, 0.8, 1.9], [1.5, -0.6, -0.3], [0.0, -1.0, -0.5], [0.3, 0.1, 1.1], [-0.4, 0.8, 0.1], [0.5, -0.2, -0.2], [0.0, 0.2, -0.1], [0.2, 0.1, 0.1], [-0.3, 0.0, -0.1], [-0.6, 0.0, -1.0], [-0.6, -0.1, -0.3], [0.1, 0.1, -0.7], [0.0, -0.1, 0.4], [0.4, 0.3, -0.6], [-0.5, -0.2, 0.3], [1.3, 0.1, 2.4], [-1.3, 0.9, -0.2], [-1.2, 0.4, -0.5], [0.2, -1.6, 2.0], [-1.4, 0.7, 0.0], [1.5, -0.3, -1.0], [-0.8, -0.1, -0.2], [-0.4, 0.5, -0.7], [-0.1, -0.2, -1.6], [1.0, -0.7, 0.5], [0.6, -0.4, -0.1], [1.2, 0.1, 0.0], [-0.2, 0.2, -0.1], [-0.2, 0.0, -0.5], [-0.1, 0.6, 0.0], [0.2, -0.2, 0.3], [-0.2, 0.0, -0.4], [-1.2, 0.4, 0.9], [0.6, -0.7, -0.8], [0.0, 0.1, -0.1], [0.7, -0.6, -0.1], [-0.4, 0.8, -0.1], [0.4, 0.0, -0.1], [1.7, -0.8, 1.7], [-1.9, 0.3, -0.1], [0.3, -0.1, 0.2], [0.0, 0.4, -0.5], [0.0, 0.4, -1.5], [-0.3, -0.1, 0.6], [1.2, -0.8, -0.4], [0.6, 1.1, 0.1], [-0.5, -0.2, 1.0], [-0.5, 0.2, -0.8], [-0.8, -0.3, 0.0], [0.1, 0.0, 0.0]],
  "mulliken_charge": [-1.968, 1.856, -1.985, -1.427, -0.307, -0.616, 1.597, -1.530, -1.688, 0.207, -0.472, 0.515, 0.284, 0.419, 0.487, 0.401, 0.404, 0.297, 0.479, -0.172, 0.503, -0.115, 0.353, 0.334, 0.295, 0.400, 0.430, 0.319, 0.341, 0.342, -0.833, -0.188, -0.733, 0.265, -1.090, -0.709, 0.334, 0.216, 0.335, 0.432, 0.358, 0.274, 0.366, 0.397, 0.023, 0.306, 0.259, -0.562, -0.313, -0.729, 0.487, -1.337, -0.759, 0.463, 0.152, 0.175, 0.387, 0.336, 0.126, 0.335, 0.382, 0.381, 0.254, 0.267, -0.776, -0.402, 0.352, 0.267, 0.313, 0.201, -0.335, -0.562, -0.066, 0.365, 0.291, 0.292, -0.420, -0.525, 0.103, 0.298, 0.262, 0.303]
}